Density functional theory data (wB97M-V/def2-TZVPD) for a molecular structure, C54H73BN3O3PdSiTe in a non-equilibrium geometry.

Geometry as XYZ:
```
137
Properties=species:S:1:pos:R:3:forces:R:3
Pd 1.40240 0.16202 -0.76610 -0.1312 -0.1345 -0.7757
C 1.43031 0.26499 2.60369 0.1553 -0.1095 0.0907
Si 3.27879 0.68626 2.56764 -0.1325 -0.0552 0.1452
C 4.04828 -0.29502 1.15650 -0.0316 -0.0749 0.1692
N 3.79277 0.07856 -0.23121 -0.2447 0.1185 0.0302
C 4.39600 1.39956 -0.49676 -0.1393 0.1641 -0.1510
C 4.76280 1.53728 -1.95969 -0.0357 0.1200 0.0238
C 5.92312 0.59803 -2.29460 -0.0084 -0.0203 -0.0011
C 5.80103 -0.70501 -1.48877 -0.0141 -0.0792 0.0180
C 4.34015 -0.95843 -1.13671 -0.0597 0.0035 -0.3451
C 3.46718 2.54842 2.55507 -0.0044 0.0941 0.1221
C 2.40249 3.35987 2.96649 0.3768 -0.1067 -0.1555
C 2.52819 4.73770 3.01694 0.1514 0.1767 -0.0328
C 3.72889 5.33572 2.65609 -0.0514 -0.1277 -0.0047
C 4.80472 4.54955 2.25966 -0.0889 0.1542 0.0283
C 4.67412 3.17357 2.21751 -0.1896 -0.1398 0.1662
C 4.03708 -0.01299 4.13510 0.0290 -0.0663 -0.0181
C 4.33140 -1.37775 4.25289 -0.0683 0.2436 -0.0011
C 4.85764 -1.89809 5.42275 0.0369 -0.0241 0.0886
C 5.10123 -1.06084 6.50233 -0.0146 0.0533 -0.0190
C 4.81564 0.29440 6.40772 0.0533 -0.1528 0.0648
C 4.29069 0.81083 5.23526 -0.0051 -0.1672 -0.1461
H 0.93441 0.50263 3.54795 0.0340 0.0593 0.1247
H 1.30258 -0.80151 2.39787 0.0056 -0.0843 0.1279
H 3.62175 -1.28872 1.30695 -0.0054 -0.1188 0.0577
H 5.12839 -0.38162 1.34365 0.1624 0.0109 0.0513
H 5.30939 1.51122 0.10260 0.0720 -0.0148 -0.0023
H 3.69077 2.17383 -0.18689 0.1110 -0.0972 -0.0521
H 5.02096 2.57389 -2.17989 -0.0159 0.0067 -0.0002
H 3.87748 1.30518 -2.54990 -0.0672 0.0101 -0.0617
H 6.86468 1.09003 -2.05181 0.1056 0.0238 -0.0173
H 5.94525 0.38849 -3.36458 -0.0211 -0.0208 -0.0535
H 6.39123 -0.63784 -0.57088 -0.0072 -0.0254 0.0153
H 6.19590 -1.55531 -2.04724 0.0249 -0.0034 0.0047
H 4.19435 -1.92570 -0.65626 -0.0021 0.0048 -0.0016
H 3.74059 -0.96585 -2.05720 0.1411 -0.0252 0.2053
H 1.45931 2.91612 3.23313 -0.2283 -0.1352 0.0600
H 1.68829 5.34466 3.33017 0.0049 0.0248 -0.0078
H 3.82704 6.41035 2.68144 0.0074 0.1115 0.0091
H 5.74271 5.01153 1.97937 0.0010 0.0200 0.0148
H 5.52594 2.57877 1.91542 0.0381 -0.0335 0.0188
H 4.14680 -2.04411 3.42229 -0.0349 -0.0857 -0.1197
H 5.08063 -2.95549 5.49346 0.0012 0.0058 0.0067
H 5.51618 -1.46353 7.41457 0.0298 -0.0319 0.0823
H 5.00684 0.94831 7.24633 0.0205 0.0393 0.0688
H 4.08551 1.86825 5.17023 -0.0455 0.1849 -0.0274
C -0.54422 -0.24955 -3.08301 -0.3431 0.1063 0.2265
N 0.90502 -0.09825 -3.07240 0.0159 0.1452 0.5044
C 1.50022 -1.21215 -3.79740 0.0761 -0.3441 0.0992
C 1.27371 1.18587 -3.69701 0.0052 0.1870 0.0714
C 1.02606 2.36571 -2.77695 0.0986 -0.3069 -0.0027
C 0.61626 3.58364 -3.30257 0.0359 -0.0772 0.0108
C 0.44732 4.67881 -2.47186 -0.0188 0.1133 0.1234
C 0.68970 4.54112 -1.11186 -0.0506 -0.0157 -0.2753
C 1.08005 3.31350 -0.59703 0.1077 -0.0178 0.2042
C 1.26087 2.18862 -1.40044 -0.0715 -0.2979 -0.0693
H -0.92157 -0.28616 -4.11640 0.0002 -0.0166 -0.0503
H -0.99955 0.60379 -2.56877 0.1353 -0.2465 -0.2011
H -0.81690 -1.17218 -2.56087 -0.0012 0.1542 -0.0536
H 1.14089 -1.23706 -4.83378 -0.0388 0.0133 -0.0899
H 1.23416 -2.15321 -3.30192 0.0807 0.2663 -0.1462
H 2.58415 -1.10743 -3.81688 0.0318 -0.0108 -0.0019
H 0.73937 1.30144 -4.65667 0.0297 -0.0311 0.1037
H 2.33917 1.12590 -3.94027 -0.0154 0.0192 0.0153
H 0.42786 3.68057 -4.36222 -0.0432 0.0174 -0.1943
H 0.12420 5.62651 -2.88131 -0.0064 0.0564 -0.0075
H 0.56455 5.38608 -0.45742 -0.0326 0.2531 0.1912
H 1.25372 3.23828 0.47624 -0.0186 0.0096 -0.1030
C 1.03522 -4.46932 1.99973 0.0686 0.0206 -0.1294
C 1.45197 -3.92925 0.63994 -0.0777 -0.1046 0.0402
C 2.77241 -4.56110 0.21250 -0.0812 0.0869 -0.0072
O 1.68759 -2.51536 0.76930 -0.1453 0.1430 -0.0013
B 1.21485 -1.85285 -0.37308 0.2505 0.1721 0.3074
O 0.56433 -2.76628 -1.18757 -0.0175 0.0260 -0.1891
C 0.34757 -3.99198 -0.46747 0.0183 -0.1086 0.0362
C -1.07460 -3.92187 0.07559 0.1592 -0.0727 0.0342
C 0.47748 -5.15608 -1.43794 -0.0237 0.0839 0.1412
H 1.86126 -4.35700 2.70259 0.0286 0.0072 0.0058
H 0.78496 -5.52773 1.94039 -0.0274 -0.1018 -0.0196
H 0.18037 -3.93004 2.39531 -0.1034 0.0655 0.0167
H 3.53223 -4.33166 0.95871 0.0321 0.0317 0.0516
H 3.10286 -4.15869 -0.74300 0.0184 0.0384 -0.1018
H 2.69488 -5.64101 0.12559 -0.0178 -0.1624 -0.0075
H -1.19258 -3.05785 0.72260 -0.0185 0.1469 0.1368
H -1.34678 -4.81971 0.62865 -0.0192 -0.0851 0.0423
H -1.76486 -3.80439 -0.75674 -0.0711 0.0236 -0.0893
H 1.41423 -5.11504 -1.98380 0.1225 0.0013 -0.0494
H -0.33752 -5.11904 -2.15806 -0.0612 0.0229 -0.0483
H 0.41976 -6.10891 -0.91193 -0.0090 -0.0674 0.0498
C -1.34247 1.66650 2.35558 -0.0990 -0.1160 -0.1852
C -0.52100 0.91052 1.34183 -0.0849 -0.3726 -0.6845
O 0.85624 1.00737 1.52403 -0.4162 0.1888 -0.4036
N -0.90724 0.30813 0.29160 1.0669 0.2393 1.0057
Te -3.04890 0.86091 -0.65007 -0.7211 0.5253 0.0548
C -4.99977 1.79884 -0.91281 0.4375 -0.1825 -0.1206
C -5.15797 2.64202 -2.01224 -0.1570 0.0719 -0.0573
C -4.06464 2.94495 -2.99790 0.1907 0.0700 -0.0015
C -6.40271 3.22604 -2.23793 0.0079 -0.0031 0.1055
C -7.47577 3.01443 -1.39092 -0.0060 -0.0278 0.0343
C -8.80917 3.65845 -1.64014 -0.0348 0.0215 -0.0206
C -7.27895 2.20362 -0.28076 0.0012 0.0551 -0.0653
C -6.05581 1.60227 -0.02549 -0.1379 -0.0733 0.0639
C -5.90576 0.74869 1.19473 0.0244 -0.0018 0.1313
C -3.82839 -1.10752 -0.54377 0.1986 0.2539 -0.0183
C -4.34750 -1.63876 -1.72322 -0.0414 -0.0476 -0.0375
C -4.33612 -0.89274 -3.01975 0.0838 0.0460 -0.2145
C -4.92697 -2.90047 -1.69694 -0.0266 -0.1714 0.1354
C -5.00208 -3.64640 -0.53149 0.0674 0.0894 0.0595
C -5.61267 -5.01828 -0.51812 -0.0022 -0.0487 0.0119
C -4.47016 -3.09506 0.62881 0.0079 -0.0430 -0.1266
C -3.87510 -1.83983 0.64351 0.0191 -0.1270 0.1594
C -3.33114 -1.32924 1.94721 0.1414 -0.0308 0.0051
H -0.78096 1.82965 3.27121 0.0758 -0.0119 0.0757
H -2.27321 1.14580 2.58662 0.1363 0.1080 -0.0654
H -1.59359 2.64239 1.92860 0.0321 -0.0772 0.0125
H -3.07831 3.01885 -2.53875 -0.0462 0.0196 -0.0221
H -4.26924 3.89136 -3.49434 -0.0023 0.0353 -0.0670
H -4.00893 2.17277 -3.76577 0.0594 -0.0978 -0.0580
H -6.52545 3.87149 -3.09570 -0.0257 0.1080 -0.1333
H -8.80706 4.21928 -2.57334 -0.0089 0.0141 -0.0183
H -9.06638 4.34639 -0.83373 -0.0137 0.0221 0.0181
H -9.60075 2.91063 -1.69524 -0.0278 -0.0175 -0.0036
H -8.09671 2.04045 0.40761 -0.1162 -0.0221 0.1004
H -6.73969 0.90296 1.87408 -0.0871 0.0013 0.0887
H -4.97896 0.99339 1.72309 -0.1464 0.0381 -0.0859
H -5.86560 -0.31093 0.93494 -0.0338 0.0480 0.0321
H -3.34727 -0.48515 -3.23993 -0.0462 -0.0163 -0.0098
H -5.03413 -0.05590 -2.99165 -0.0474 0.0789 -0.0166
H -4.62663 -1.55342 -3.83305 -0.0357 -0.0177 -0.0874
H -5.32908 -3.30648 -2.61458 -0.0552 -0.0647 -0.1032
H -6.10288 -5.24170 -1.46459 -0.0049 -0.0053 -0.0065
H -6.35138 -5.11077 0.27903 -0.0031 -0.0093 0.0047
H -4.84879 -5.78032 -0.34638 -0.0169 0.0070 -0.0031
H -4.50797 -3.66069 1.55110 -0.0091 -0.0685 0.0785
H -3.25353 -2.14543 2.66269 0.0008 -0.0554 0.0623
H -3.98917 -0.57182 2.37768 0.0812 -0.0675 0.0014
H -2.34277 -0.88812 1.82165 -0.0957 -0.1047 -0.0004
```
Forces are in eV/Å.

As for the net charge: 0. The expectation value of S² is 0.80. As for the HOMO energy (spin up / spin down): -6.91 / -6.74 eV. As for the HOMO-LUMO gap (spin up / spin down): 7.436 / 5.605 eV. The energy above the lowest of the compared OMol25 structures with the same formula, charge and spin is 0.000 eV. The LUMO energy (spin up / spin down) comes out at 0.529 / -1.139 eV. As for the spin multiplicity: 2.

Löwdin atomic charge list, values in e, 6 entries: 0.854, -0.196, 0.762, -0.229, -0.215, -0.204